The following is a quantum chemistry calculation of C47H44FN2O6SiZr as an isolated structure, from OMol25.

The value obtained for the total energy is -76603.637 eV. The HOMO-LUMO gap comes out at 4.46 eV. As for the charge: -1. Its spin multiplicity is 1.

Last column: Löwdin charge in e.
CARTESIAN COORDINATES (ANGSTROEM)
Zr (-0.6634, -1.4259, -1.0347)  1.706
C (4.5324, 2.6123, 2.3647)  -0.037
C (5.2417, 1.3566, 1.8753)  -0.294
C (6.3830, 1.7304, 0.9441)  -0.145
C (7.0739, 0.4867, 0.4142)  -0.124
C (6.0704, -0.3692, -0.3042)  -0.148
C (6.4244, -1.1384, -1.3857)  0.047
C (5.4623, -1.8748, -2.0736)  -0.255
F (5.8680, -2.5977, -3.1354)  0.066
C (4.1502, -1.8699, -1.7096)  0.087
C (3.7709, -1.1081, -0.5938)  -0.050
C (2.3672, -1.1036, -0.1976)  -0.280
O (1.5307, -1.7200, -0.9076)  -0.126
C (2.0603, -0.4015, 0.9910)  -0.012
C (3.0374, 0.3451, 1.5893)  0.043
N (4.3037, 0.4393, 1.1721)  0.052
C (4.7192, -0.3487, 0.1009)  -0.076
C (0.7047, -0.3794, 1.6535)  -0.563
O (0.6028, 0.0888, 2.7718)  0.068
O (-0.2667, -0.8911, 0.9697)  -0.179
H (5.2867, 3.3199, 2.7091)  0.085
H (3.8545, 2.4315, 3.1961)  0.078
H (3.9753, 3.0740, 1.5474)  0.105
H (5.6524, 0.8032, 2.7272)  0.155
H (7.0815, 2.3542, 1.5032)  0.123
H (5.9881, 2.3269, 0.1173)  0.124
H (7.5201, -0.0717, 1.2442)  0.126
H (7.8839, 0.7492, -0.2672)  0.120
H (7.4500, -1.1598, -1.7327)  0.131
H (3.3983, -2.4233, -2.2539)  0.142
H (2.7500, 0.9069, 2.4650)  0.134
C (-0.2053, 0.1547, -2.3483)  -0.176
C (0.1470, 1.3494, -2.3418)  -0.201
C (0.5336, 2.6845, -2.3515)  -0.207
C (-0.5302, 3.6870, -2.2272)  -0.193
C (-1.8315, 3.3971, -2.6783)  -0.049
C (-2.8793, 4.2835, -2.5124)  -0.103
C (-2.6817, 5.5146, -1.8969)  -0.129
C (-1.4072, 5.8259, -1.4446)  -0.118
C (-0.3554, 4.9353, -1.6022)  -0.072
C (1.9450, 2.9946, -2.4294)  -0.179
C (2.4478, 4.2732, -2.7670)  -0.058
C (3.8035, 4.5231, -2.8771)  -0.119
C (4.7413, 3.5133, -2.6884)  -0.143
C (4.2698, 2.2364, -2.3998)  -0.121
C (2.9176, 1.9851, -2.2603)  -0.039
H (-2.0124, 2.4395, -3.1522)  0.108
H (-3.8663, 4.0040, -2.8626)  0.096
H (-3.5032, 6.2073, -1.7637)  0.084
H (-1.2267, 6.7702, -0.9420)  0.090
H (0.6095, 5.1951, -1.1889)  0.096
H (1.7550, 5.0731, -2.9829)  0.094
H (4.1327, 5.5215, -3.1449)  0.091
H (5.8011, 3.7076, -2.8016)  0.080
H (4.9709, 1.4154, -2.3047)  0.084
H (2.5690, 0.9789, -2.0643)  0.086
C (-0.8071, -6.1093, -2.0017)  -0.174
Si (-1.4617, -4.5759, -1.1518)  0.282
C (-3.3245, -4.5451, -1.1742)  -0.152
C (-0.8169, -4.5992, 0.6190)  -0.159
O (-0.8507, -3.2264, -1.8595)  -0.490
H (-1.2181, -7.0114, -1.5406)  0.026
H (0.2814, -6.1522, -1.9237)  0.025
H (-1.0687, -6.1226, -3.0618)  0.027
H (-3.7479, -5.5254, -0.9392)  0.031
H (-3.6901, -4.2387, -2.1567)  0.040
H (-3.7128, -3.8247, -0.4506)  0.015
H (-1.3808, -5.2819, 1.2583)  0.020
H (-0.8400, -3.6137, 1.0971)  0.012
H (0.2264, -4.9284, 0.6199)  0.034
C (-3.4040, -4.2417, 2.9858)  -0.056
C (-4.4615, -3.4015, 2.3187)  -0.237
C (-5.4930, -4.0277, 1.6294)  -0.087
C (-6.4942, -3.2805, 1.0271)  -0.090
C (-6.4562, -1.9029, 1.0985)  -0.039
C (-5.4319, -1.2591, 1.7908)  -0.226
N (-5.4725, 0.1390, 1.9153)  0.086
C (-4.3898, 1.0081, 1.6282)  -0.219
C (-4.2510, 2.1394, 2.4276)  -0.036
C (-3.1962, 3.0182, 2.2441)  -0.081
C (-2.2306, 2.7501, 1.2869)  -0.061
C (-2.3596, 1.6228, 0.4939)  -0.010
C (-3.4504, 0.7691, 0.6205)  -0.071
C (-3.6724, -0.2707, -0.4446)  -0.527
O (-4.7528, -0.3965, -0.9736)  0.104
O (-2.6292, -1.0108, -0.7624)  -0.219
C (-4.4236, -2.0047, 2.4191)  -0.150
C (-3.3419, -1.3212, 3.2116)  -0.009
H (-3.5171, -5.2895, 2.7066)  0.073
H (-3.4719, -4.1762, 4.0750)  0.082
H (-2.4000, -3.9198, 2.7088)  0.055
H (-5.5032, -5.1092, 1.5568)  0.102
H (-7.2853, -3.7721, 0.4745)  0.098
H (-7.1934, -1.3016, 0.5807)  0.111
H (-6.3751, 0.5406, 1.7213)  0.134
H (-4.9734, 2.2986, 3.2198)  0.108
H (-3.1169, 3.9002, 2.8681)  0.097
H (-1.3997, 3.4238, 1.1254)  0.104
H (-1.6258, 1.4298, -0.2787)  0.090
H (-3.7234, -0.4118, 3.6746)  0.082
H (-2.4901, -1.0303, 2.5891)  0.082
H (-2.9609, -1.9694, 3.9995)  0.072